*P*
Here is 2 unconnected molecules or ions with the total composition C5H14N3O from the Open Molecules 2025 dataset. Energies are from ωB97M-V/def2-TZVPD.

LUMO level (eV): -3.34
E_HOMO (eV): -14.0327
Frontier orbital gap (Ha): 0.3931
Total charge: +1
M (g mol⁻¹): 132.19

CARTESIAN COORDINATES (ANGSTROEM)
C (0.921, -1.722, 0.674)
C (1.284, -0.634, -0.397)
C (-0.605, -0.217, 0.902)
C (2.609, 0.125, -0.207)
C (-1.533, 0.658, 1.602)
N (0.181, 0.199, -0.071)
N (-2.184, 0.124, -1.564)
N (0.058, 1.455, -0.714)
O (-0.213, -1.352, 1.421)
H (0.894, -2.725, 0.236)
H (1.778, -1.831, 1.384)
H (1.259, -0.902, -1.406)
H (2.732, 1.051, -0.765)
H (3.514, -0.326, -0.659)
H (2.663, 0.485, 0.747)
H (-2.269, -0.032, 2.081)
H (-1.807, 1.420, 0.832)
H (-0.890, 1.044, 2.323)
H (-2.234, -0.184, -2.512)
H (-3.156, 0.617, -1.423)
H (-0.243, 2.152, -0.031)
H (-2.274, -0.687, -0.974)
H (-0.486, 1.282, -1.481)

*Q*
Here is 2 unconnected molecules or ions with the total composition C5H14N3O from the Open Molecules 2025 dataset. Energies are from ωB97M-V/def2-TZVPD.

LUMO level (eV): -2.54
E_HOMO (eV): -13.7234
Frontier orbital gap (Ha): 0.4110
Total charge: +1
M (g mol⁻¹): 132.19

CARTESIAN COORDINATES (ANGSTROEM)
C (-2.256, -0.516, 0.361)
C (2.108, 0.509, 0.182)
C (-3.161, -0.397, 1.660)
C (-3.122, -0.809, -0.783)
C (3.443, 1.055, -0.091)
N (1.579, -0.156, -0.776)
N (1.440, 0.794, 1.314)
N (2.227, -0.204, -2.033)
O (-1.035, -0.547, 0.299)
H (-4.171, -0.559, 1.553)
H (-3.027, 0.665, 2.036)
H (-2.583, -0.989, 2.432)
H (-4.056, -1.246, -0.356)
H (-2.582, -1.417, -1.566)
H (-3.429, 0.131, -1.383)
H (3.631, 1.855, 0.593)
H (3.431, 1.408, -1.061)
H (4.175, 0.280, -0.115)
H (0.716, -0.627, -0.566)
H (2.009, 1.487, 1.817)
H (0.482, 0.343, 1.522)
H (1.471, -0.031, -2.747)
H (2.710, -1.030, -2.291)

Here is how they stack up, most stable first: *Q*, *P*.